Entry 1:
Formula: C4H5O3Sn
Source: the OMol25 dataset
Level of theory: the ωB97M-V functional and the def2-TZVPD basis

E_HOMO (spin up / spin down) = -16.706 / -16.651 eV
⟨S²⟩ = 0.76
total charge = +2
frontier orbital gap (spin up / spin down) = 5.8121 / 5.6908 eV
spin multiplicity = 2
E = -16179.6016 eV

XYZ file:
```
13
Properties=species:S:1:pos:R:3:forces:R:3
H -0.4625 2.3222 -0.2538 0.222 -0.147 0.261
O -1.5681 1.3742 -2.8978 1.884 -1.844 2.620
C -1.0139 1.4181 -1.8173 2.610 -0.298 4.515
O -0.8978 2.4835 -1.1069 -0.701 -0.667 -1.534
Sn -2.4591 2.0913 -4.2709 -3.635 2.645 -5.742
O 0.0557 -0.5492 -0.8323 0.020 -0.120 0.670
C 0.7755 -0.7177 0.1717 -0.410 1.033 -0.233
C 0.3497 -1.4744 1.3311 -0.022 -0.490 0.116
C 1.1557 -1.5972 2.4019 -0.062 0.231 -0.274
H 1.7309 -0.1609 0.2543 -0.115 -0.329 -0.074
H -0.6475 -1.9191 1.3047 0.343 0.045 -0.066
H 0.8420 -2.1489 3.2885 0.088 0.172 -0.237
H 2.1394 -1.1217 2.4267 -0.223 -0.231 -0.021
```
Forces are in eV/Å.

Löwdin population analysis, charges in e, atoms 1 to 5: 0.180 -0.286 -0.169 0.244 1.762

***

Entry 2:
Formula: C21H30N2O9PS2V
Source: the OMol25 dataset
Level of theory: the ωB97M-V functional and the def2-TZVPD basis

E_HOMO (spin up / spin down) = -10.752 / -10.835 eV
⟨S²⟩ = 0.76
total charge = +1
frontier orbital gap (spin up / spin down) = 7.1309 / 7.0940 eV
spin multiplicity = 2
ΔE to the lowest compared entry with this formula, charge and spin = 163.94 kJ/mol
E = -100314.2903 eV

XYZ file:
```
66
Properties=species:S:1:pos:R:3:forces:R:3
V 0.0821 0.0508 0.0906 2.105 -3.732 0.407
O 6.0393 -0.0437 0.2617 -0.327 -0.174 0.177
C 4.8697 -0.2499 0.4153 0.543 0.065 -0.163
C 3.9469 -1.0782 -0.4901 -0.364 -0.368 -0.467
O 4.2624 -1.9640 -1.2489 0.047 0.219 0.136
C 2.6191 -0.5777 -0.1591 2.928 1.748 2.049
C 2.6418 0.3870 0.8695 1.561 -1.706 -1.779
O 1.5430 0.9457 1.1490 -1.350 0.720 0.334
C 3.9632 0.2926 1.5207 -0.345 -0.019 0.673
O 4.2012 0.3512 2.7065 0.154 0.306 -0.277
O 1.4426 -0.8607 -0.5739 0.868 -2.464 -1.749
C -1.2348 3.3017 0.8442 -0.004 -0.507 0.092
C -1.7991 1.9323 1.2688 -1.706 2.431 1.240
C -3.2372 1.7404 0.7493 0.520 -0.167 0.072
C -1.7145 1.7862 2.7975 0.120 -0.140 -0.513
O -1.0089 0.9724 0.7038 -4.204 2.858 1.649
H -1.8056 4.0981 1.3124 -0.021 0.066 0.014
H -1.2770 3.4165 -0.2371 -0.041 0.044 -0.128
H -0.1943 3.3668 1.1628 0.014 0.095 0.043
H -3.8457 2.6132 0.9681 0.008 0.074 0.043
H -3.6915 0.8678 1.2127 -0.069 -0.045 0.011
H -3.2127 1.5759 -0.3297 -0.088 0.073 -0.007
H -2.3128 2.5492 3.2835 -0.110 0.095 0.008
H -0.6770 1.8880 3.1107 0.041 0.014 0.073
H -2.0697 0.8030 3.0939 -0.075 -0.062 0.111
S -0.1456 -1.3617 2.3701 -0.641 0.263 -0.241
C 1.3337 -2.0242 2.7439 0.797 -0.677 0.485
N 1.9034 -1.9254 3.9389 -0.334 0.117 -0.425
C 3.2159 -2.5120 4.1233 0.610 -0.028 0.156
C 3.3874 -3.5508 3.0166 -0.164 -0.184 -0.198
S 2.2538 -3.0521 1.6702 -0.129 0.077 0.447
H 1.5301 -1.2963 4.6377 -0.123 -0.018 -0.176
H 3.2721 -2.9838 5.1082 0.017 0.082 -0.140
H 3.9802 -1.7247 4.0614 -0.190 -0.151 -0.016
H 3.0789 -4.5483 3.3324 0.108 0.095 0.031
H 4.3998 -3.5879 2.6217 -0.002 0.010 0.098
N -0.9403 -1.5672 -0.8408 0.587 -0.146 -0.030
C -2.3387 -1.6697 -1.0834 -1.040 -0.153 -0.077
C -3.2210 -1.7039 -0.0089 0.229 0.086 -0.071
C -4.5741 -1.8774 -0.2407 0.025 -0.084 -0.042
C -5.0444 -2.0388 -1.5353 -0.050 0.013 -0.001
C -4.1645 -2.0046 -2.6040 -0.066 0.011 0.061
C -2.8127 -1.8114 -2.3818 0.237 0.090 0.193
H -0.4226 -1.7364 -1.7044 0.030 -0.080 0.151
H -0.6619 -2.2828 -0.1606 0.016 0.049 -0.242
H -2.8344 -1.6132 1.0001 -0.041 -0.015 0.016
H -5.2621 -1.9211 0.5900 -0.035 0.019 0.081
H -6.0944 -2.2110 -1.7084 -0.124 0.009 -0.020
H -4.5245 -2.1624 -3.6082 -0.043 0.047 -0.115
H -2.1155 -1.8033 -3.2083 0.076 -0.035 -0.115
C -1.6639 2.0776 -3.0409 -0.433 0.013 -0.116
O -0.3188 2.2451 -2.6123 0.674 -0.474 0.597
P 0.5234 1.0511 -1.9100 0.192 1.645 -2.635
O 0.6551 -0.0892 -3.0081 -0.313 0.216 0.426
C 1.1898 0.1832 -4.3171 0.101 -0.016 -0.428
O 1.9517 1.7338 -1.9221 -0.204 -0.476 -0.064
C 2.1944 2.9606 -1.2255 0.165 0.457 0.285
H -1.7591 2.5606 -4.0129 -0.005 -0.070 0.056
H -2.3401 2.5619 -2.3374 0.003 -0.003 0.017
H -1.9284 1.0244 -3.1310 -0.060 -0.072 -0.040
H 0.7382 -0.5450 -4.9892 0.051 0.094 0.045
H 2.2718 0.0569 -4.3100 -0.081 -0.007 0.110
H 0.9390 1.1951 -4.6356 -0.011 -0.052 0.009
H 3.2769 3.0611 -1.1469 -0.137 -0.016 0.009
H 1.7543 2.9274 -0.2248 0.103 0.026 -0.113
H 1.7850 3.8001 -1.7869 0.005 -0.086 -0.022
```
Forces are in eV/Å.

Löwdin population analysis, charges in e, atoms 1 to 5: 0.745 0.185 -0.221 -0.293 0.135

***

Entry 3:
Formula: C17H14BaClNO4
Source: the OMol25 dataset
Level of theory: the ωB97M-V functional and the def2-TZVPD basis

E_HOMO = -1.197 eV
total charge = -2
frontier orbital gap = 4.3933 eV
ΔE to the lowest compared entry with this formula, charge and spin = 0.00 kJ/mol
E = -40753.1992 eV

XYZ file:
```
38
Properties=species:S:1:pos:R:3:forces:R:3
C 1.4867 1.1177 0.6524 -0.112 -0.053 -0.643
C 0.4694 2.0240 0.2547 0.311 -0.080 -0.455
C 0.5567 2.1961 -1.1606 0.249 -0.421 0.141
H -0.2789 2.4500 0.9211 0.213 -0.030 -0.251
C 1.6195 1.3591 -1.6392 -0.331 -0.111 0.852
C 2.1839 0.6885 -0.5118 -0.459 0.544 -0.034
H 3.0253 -0.0015 -0.5378 -0.173 0.097 -0.022
H 1.6920 0.8121 1.6776 -0.133 -0.024 -0.250
H -0.0889 2.8331 -1.7741 0.232 -0.244 0.265
H 1.9673 1.2418 -2.6604 -0.122 0.097 0.044
Ba -1.1623 -0.4017 -0.9059 0.465 1.295 0.398
Cl -2.1131 0.1181 1.7084 0.223 -0.443 0.994
C -4.1839 0.2143 -0.8702 -0.138 0.682 -0.205
C -3.7858 0.4785 -2.2177 -0.119 0.549 0.236
C -3.4801 1.8737 -2.3160 -0.119 -0.338 0.376
H -3.7715 -0.2445 -3.0357 -0.039 0.173 0.123
C -3.7040 2.4652 -1.0361 -0.206 -0.865 -0.128
C -4.1248 1.4396 -0.1437 -0.241 0.151 -1.034
H -4.3856 1.5890 0.9030 0.243 -0.187 -0.361
H -4.5207 -0.7435 -0.4744 0.141 0.198 -0.050
H -3.1783 2.4084 -3.2181 -0.015 -0.202 0.226
H -3.6172 3.5254 -0.7871 0.133 -0.373 -0.091
O 1.4080 -3.1669 -2.1431 -0.219 0.096 0.979
C 1.3175 -2.9271 -0.9207 -1.079 0.738 -0.241
O 0.3590 -2.3468 -0.2834 1.265 -1.216 -0.959
C 2.4829 -3.3399 -0.0480 1.372 -0.505 0.528
C 2.7975 -2.6323 1.1341 0.003 -0.264 -0.080
C 3.8391 -3.0446 1.9712 0.030 -0.457 -0.332
C 4.5954 -4.1769 1.6175 -1.137 0.110 -0.872
C 4.3516 -4.8639 0.4102 0.010 0.451 0.459
C 3.3208 -4.4293 -0.4185 -0.058 0.202 0.231
N 5.5338 -4.7026 2.5647 1.571 -0.303 1.938
O 5.7054 -4.0393 3.6207 -0.075 -1.440 -1.853
O 6.1348 -5.7802 2.3422 -1.115 1.883 0.200
H 2.1999 -1.7588 1.4070 0.070 -0.335 -0.187
H 4.0607 -2.5564 2.9197 -0.164 -0.026 -0.394
H 4.9764 -5.7148 0.1456 -0.204 0.186 0.094
H 3.1808 -4.9703 -1.3611 -0.273 0.462 0.359
```
Forces are in eV/Å.

Löwdin population analysis, charges in e, atoms 1 to 5: -0.231 -0.299 -0.298 0.059 -0.247

***

Entry 4:
Formula: C25H26F3O5P
Source: the OMol25 dataset
Level of theory: the ωB97M-V functional and the def2-TZVPD basis

E_HOMO = -8.883 eV
SMILES = C#CCO[P@](=O)(OC)OC[C@@H]1CO1.Fc1ccccc1.Fc1ccccc1.Fc1ccccc1
total charge = 0
frontier orbital gap = 8.6049 eV
E = -54014.9833 eV

XYZ file:
```
60
Properties=species:S:1:pos:R:3:forces:R:3
C 0.4458 -3.7246 -1.5987 -3.067 3.433 -5.452
C -0.2730 -3.1488 -2.5552 4.439 -1.549 4.684
C -0.8229 -2.0745 -3.6560 1.094 -1.675 -0.103
O -1.9897 -1.3292 -3.2010 1.733 1.653 1.775
P -1.6595 -0.3326 -1.8490 -1.830 -0.595 5.001
O -1.5867 -1.1152 -0.4952 0.391 2.068 -4.693
O -3.0450 0.7049 -1.6882 2.515 -2.461 -1.373
C -4.1217 -0.0143 -0.9682 -0.431 0.063 1.117
O -0.3224 0.7163 -2.0317 -1.849 -2.446 -0.246
C 0.9473 0.0528 -1.7752 2.642 1.674 0.706
C 2.0274 1.2510 -1.1129 1.472 0.294 2.442
C 3.6480 0.7323 -1.0075 -2.485 -1.524 -0.635
O 2.6143 0.9160 0.2463 -3.352 0.133 -4.945
H 1.2448 -4.1362 -0.8650 -2.203 0.750 -1.674
H -1.1247 -2.6590 -4.6143 0.326 1.108 1.855
H 0.0172 -1.3271 -3.9690 -1.390 -1.555 0.760
H -3.9275 0.2103 0.1604 -0.536 -0.733 -2.049
H -5.1245 0.4739 -1.2854 1.850 -0.907 0.363
H -4.1022 -1.1605 -1.1701 -0.131 2.183 0.377
H 0.9099 -0.7971 -1.0034 -0.156 1.294 -1.285
H 1.4385 -0.2195 -2.7776 -0.846 0.181 1.574
H 1.8242 2.4136 -1.4184 0.617 -3.057 1.029
H 3.3319 -0.1172 -1.7700 -0.087 0.051 1.611
H 4.1067 -0.0333 -0.3013 1.274 1.633 -0.917
F 5.6461 -1.9804 1.8712 0.185 -0.002 -0.188
C 4.6029 -1.9405 2.7156 -0.788 0.026 0.659
C 3.6423 -0.9514 2.5653 0.164 0.045 -0.156
C 2.5578 -0.9124 3.4370 0.281 -0.374 0.140
C 2.4515 -1.8572 4.4571 -0.154 -0.058 0.022
C 3.4253 -2.8434 4.6014 -0.015 0.286 -0.293
C 4.5041 -2.8890 3.7227 0.157 -0.115 -0.009
H 3.7453 -0.2205 1.7725 -0.023 -0.054 0.163
H 1.7973 -0.1472 3.3224 0.150 -0.112 -0.137
H 1.6063 -1.8245 5.1415 0.517 -0.124 -0.481
H 3.3437 -3.5761 5.3983 0.028 0.070 -0.121
H 5.2660 -3.6547 3.8152 -0.012 0.076 -0.031
F 0.5211 -1.1034 6.4862 -0.230 0.036 0.464
C -0.3666 -0.1061 6.3351 -0.707 0.770 -0.081
C -1.4949 -0.0712 7.1411 0.029 -0.144 0.099
C -2.4127 0.9642 6.9891 0.261 0.076 -0.270
C -2.1968 1.9474 6.0250 -0.034 0.003 0.023
C -1.0629 1.8999 5.2178 -0.134 -0.181 0.256
C -0.1395 0.8707 5.3772 0.133 -0.071 -0.052
H -1.6502 -0.8493 7.8800 0.053 0.043 -0.056
H -3.2950 1.0051 7.6199 0.122 -0.047 -0.071
H -2.9155 2.7526 5.9040 0.102 -0.108 0.013
H -0.8984 2.6642 4.4647 0.021 -0.117 0.096
H 0.7523 0.8233 4.7641 -0.076 0.014 0.112
F -0.0493 0.2153 -6.0539 0.217 -0.255 0.078
C -0.9324 1.2166 -6.2064 -0.742 0.855 -0.131
C -2.0567 1.2625 -5.3957 0.062 -0.127 0.107
C -2.9693 2.3020 -5.5493 0.243 0.100 -0.283
C -2.7523 3.2784 -6.5202 -0.031 -0.008 0.024
C -1.6222 3.2197 -7.3325 -0.132 -0.181 0.263
C -0.7038 2.1862 -7.1712 0.174 -0.087 -0.071
H -2.2128 0.4899 -4.6521 -0.014 0.061 -0.117
H -3.8484 2.3514 -4.9146 0.136 -0.057 -0.051
H -3.4670 4.0869 -6.6427 0.103 -0.109 0.012
H -1.4569 3.9787 -8.0908 0.020 -0.112 0.101
H 0.1856 2.1298 -7.7885 -0.055 -0.035 0.047
```
Forces are in eV/Å.

Löwdin population analysis, charges in e, atoms 1 to 5: 0.080 -0.065 -0.215 -0.256 0.713

***

Entry 5:
Formula: C4H5NO2
Source: the OMol25 dataset
Level of theory: the ωB97M-V functional and the def2-TZVPD basis

E_HOMO = -10.022 eV
SMILES = O=C[C@H]1CN1C=O
total charge = 0
frontier orbital gap = 10.6014 eV
ΔE to the lowest compared entry with this formula, charge and spin = 222.78 kJ/mol
E = -9812.0059 eV

XYZ file:
```
12
Properties=species:S:1:pos:R:3:forces:R:3
O -1.3416 -0.2049 -2.1730 0.563 0.110 0.314
C -0.3085 -0.0607 -1.5651 -0.356 -0.022 -0.214
C -0.2550 0.8169 -0.3311 -0.251 0.068 -0.159
C -0.9005 0.3238 0.8865 -0.263 -0.066 0.152
N 0.5669 0.5029 0.8602 0.172 -0.073 0.083
C 1.3162 -0.7046 0.8032 -0.057 -0.333 -0.208
O 0.9369 -1.7499 0.3379 0.101 0.445 0.236
H 0.6317 -0.5187 -1.9149 -0.028 0.017 -0.007
H -0.2722 1.8810 -0.5640 -0.020 -0.167 0.036
H -1.2766 -0.6963 0.8425 0.126 0.127 0.037
H -1.4159 0.9921 1.5707 0.131 -0.046 -0.186
H 2.3185 -0.5816 1.2471 -0.118 -0.062 -0.084
```
Forces are in eV/Å.

Löwdin population analysis, charges in e, atoms 1 to 5: 0.076 -0.216 -0.209 -0.070 -0.011